ORCA calculation (wB97M-V/def2-TZVPD) on a 12-piece molecular cluster, C90H192N12O12 overall.

```
306
Properties=species:S:1:pos:R:3:forces:R:3:mulliken_charge:R:1
C 6.041004 3.010552 23.454863 -1.157 0.044 0.489 -2.058
C 7.458535 2.744624 23.004679 -1.259 -0.765 0.238 2.256
C 7.433040 1.776470 21.833621 0.335 -0.517 -1.194 -2.123
C 8.120057 4.002367 22.599046 0.394 1.584 -1.407 -1.475
C 8.472967 4.977478 23.679496 0.244 0.155 1.938 -0.832
C 9.344157 4.249594 24.708627 -0.162 1.072 -1.189 -1.100
C 8.761518 2.952427 25.202913 0.658 -0.043 -0.945 2.771
C 9.935974 2.224926 25.802657 0.169 -2.035 0.461 -1.046
C 7.764214 3.163320 26.319953 -0.269 -0.448 0.447 -1.075
N 8.326100 2.155127 23.999216 0.716 -0.272 1.684 1.349
O 7.818798 0.909905 24.448086 -0.434 0.129 0.020 -0.560
H 5.505181 2.136480 23.828966 0.231 -0.268 0.087 0.419
H 5.939889 3.775708 24.212921 0.232 0.247 0.302 0.323
H 5.402802 3.344684 22.642374 0.171 0.096 -0.430 0.457
H 8.398838 1.278579 21.802372 0.136 -0.182 -0.091 0.305
H 6.659934 1.014492 21.746307 -0.148 -0.117 0.987 0.344
H 7.302469 2.251638 20.865809 0.183 0.747 -0.067 0.366
H 9.012424 3.676503 22.052097 0.119 0.440 -0.038 -0.020
H 7.476233 4.566421 21.927535 -0.107 -0.357 -0.581 0.455
H 9.028463 5.864502 23.367097 0.013 -0.238 -0.499 0.480
H 7.613527 5.410011 24.208940 -0.344 -0.265 -0.319 0.540
H 9.596629 4.924558 25.529127 0.167 -0.238 0.026 0.130
H 10.231936 4.041512 24.106898 0.462 -0.218 0.524 -0.114
H 10.395429 2.770529 26.617895 0.178 0.414 -0.064 -0.565
H 10.686134 1.923471 25.064839 0.004 0.459 -0.017 -0.620
H 9.609840 1.275711 26.258223 -0.056 0.157 -0.080 0.708
H 8.361819 3.196350 27.238832 -0.286 0.261 0.000 -0.271
H 7.128958 2.283374 26.443776 -0.165 0.102 0.036 0.251
H 7.150044 4.053161 26.236973 -0.113 0.137 -0.106 0.400
H 6.961828 1.106066 24.878893 0.340 -0.225 -0.209 0.251
C 21.867609 1.938990 31.000428 0.764 0.913 0.409 -2.110
C 21.448057 0.581408 30.487869 0.581 0.307 0.620 2.996
C 19.996198 0.584384 30.361462 -2.219 -0.469 -0.275 -2.962
C 22.006919 0.326566 29.113867 1.482 -0.596 -0.875 -1.575
C 23.538369 0.113500 29.198694 -0.467 0.940 -0.418 -0.550
C 23.928688 -1.019638 30.134166 -0.839 0.695 -0.693 -1.322
C 23.293341 -0.873753 31.491433 -0.728 0.484 1.364 1.937
C 23.358700 -2.221325 32.180439 -0.480 -0.756 -0.165 -2.175
C 24.045534 0.129979 32.382465 1.028 0.450 0.275 -1.834
N 21.834219 -0.579728 31.313090 0.090 -0.568 0.442 0.214
O 21.215150 -0.496288 32.633105 0.579 0.582 -0.551 -0.506
H 22.943206 2.092475 30.925663 -0.103 0.123 0.152 0.382
H 21.391910 2.765810 30.485829 -0.119 -0.059 -0.762 0.437
H 21.558347 2.160604 32.012802 0.075 -0.568 0.577 0.430
H 19.690728 1.379085 29.685069 -0.083 -0.009 -0.272 0.344
H 19.717268 -0.389884 29.935726 -0.434 0.251 0.157 0.407
H 19.460080 0.768131 31.292728 0.117 -0.196 0.107 0.673
H 21.554171 -0.550752 28.648985 -0.145 -0.360 0.338 0.568
H 21.762226 1.110902 28.383510 0.133 0.279 0.598 0.416
H 23.942823 0.003593 28.189418 0.099 -0.293 0.058 0.081
H 23.944051 1.058930 29.558601 0.303 0.023 0.032 0.486
H 25.009965 -1.031135 30.268782 0.002 -0.503 -0.190 0.479
H 23.481509 -1.919708 29.717051 0.591 -0.445 -0.182 0.368
H 24.368114 -2.632672 32.085899 -0.071 0.104 0.488 0.437
H 22.692146 -2.928950 31.679316 0.044 0.052 -0.272 0.465
H 22.965082 -2.182011 33.196330 0.594 0.111 0.162 0.429
H 24.926671 -0.319949 32.848228 0.010 -0.523 -0.233 0.502
H 23.509413 0.486834 33.257754 -0.579 0.069 -0.251 0.334
H 24.497203 0.986949 31.866949 -0.518 -0.045 -0.136 0.349
H 20.625424 -1.256113 32.724127 0.225 0.026 -0.516 0.323
C 15.780378 -1.649024 34.374128 1.552 -0.121 0.120 -1.736
C 14.469649 -1.286571 33.707018 -0.283 -2.147 0.332 1.794
C 13.418850 -2.334742 34.163387 -0.081 0.231 0.505 -2.061
C 14.027149 0.033054 34.202370 -1.657 2.531 -0.434 -1.358
C 14.569449 1.239495 33.418997 -0.292 0.129 -0.543 -0.978
C 14.298994 1.004131 31.902878 1.149 1.766 1.006 -1.238
C 14.965590 -0.257301 31.427973 0.875 -0.193 -1.282 3.325
C 14.458688 -0.483398 30.012207 0.343 0.097 -0.493 -1.929
C 16.523388 -0.126396 31.352585 -0.330 0.023 0.352 -1.010
N 14.412240 -1.310324 32.239736 -0.291 -0.062 0.462 0.026
O 14.778239 -2.566712 31.748147 0.939 -0.153 0.257 -0.378
H 16.550727 -0.877254 34.238957 -0.212 0.011 0.143 0.286
H 15.651564 -1.824211 35.443797 -0.255 0.437 0.052 0.432
H 16.270978 -2.581716 34.088058 -0.321 -0.154 -0.601 0.407
H 12.471587 -2.166636 33.644077 0.073 0.151 0.168 0.461
H 13.688208 -3.370325 33.979587 0.364 0.004 -0.169 0.365
H 13.289378 -2.231440 35.253882 -0.162 -0.001 -0.343 0.401
H 12.953845 0.101349 33.989289 -0.158 -0.162 -0.051 0.404
H 14.033354 0.213775 35.277816 0.671 -0.520 0.095 0.475
H 14.092757 2.183710 33.732773 -0.130 -0.446 0.023 0.549
H 15.636801 1.450886 33.557738 -0.018 -0.386 0.054 0.227
H 14.737962 1.878186 31.400794 0.180 -0.208 -0.239 -0.440
H 13.256494 1.053857 31.604771 -0.348 -0.410 0.393 0.721
H 13.406496 -0.712314 30.124162 -0.374 0.252 -0.541 0.857
H 14.921472 -1.248352 29.387192 0.196 -0.406 0.581 0.364
H 14.711588 0.423436 29.458096 -0.682 0.238 -0.109 -0.762
H 16.893489 0.367809 32.246889 0.318 -0.155 0.120 0.364
H 16.865441 0.463780 30.499891 -0.413 0.214 -0.027 -0.070
H 17.043317 -1.075862 31.193916 -0.204 -0.133 0.316 0.335
H 15.741050 -2.616373 31.931538 -0.441 -0.360 -0.260 0.375
C 22.653018 -2.930805 23.224339 -0.576 -0.719 -0.633 -2.205
C 22.690845 -1.719850 24.121193 0.330 0.337 -0.504 2.235
C 22.791483 -2.196973 25.547184 -0.529 0.014 0.881 -2.148
C 23.953323 -0.923457 23.791163 -0.025 0.628 0.558 -1.332
C 23.964670 0.493258 24.398008 -0.935 -0.212 -0.047 0.074
C 22.756419 1.271960 23.785351 2.501 -1.112 -0.212 -1.629
C 21.453617 0.557152 24.098173 -0.093 0.136 -0.094 2.866
C 20.985379 0.865781 25.499306 0.452 -0.021 1.610 -0.976
C 20.444875 1.129995 23.165814 -0.873 0.256 -1.303 -2.393
N 21.542665 -0.881661 23.760310 -0.061 -0.415 -0.588 -0.305
O 20.325666 -1.586029 24.115867 1.211 1.266 0.925 -0.280
H 21.719144 -3.476531 23.331987 -0.139 -0.018 0.258 0.363
H 22.695659 -2.683878 22.167456 0.177 0.331 -0.108 0.427
H 23.446479 -3.634741 23.435283 0.392 -0.073 0.167 0.417
H 21.979175 -2.836562 25.881103 -0.379 -0.152 -0.287 0.398
H 23.675646 -2.827703 25.624897 0.209 0.307 0.308 0.494
H 22.782418 -1.357944 26.246625 0.506 -0.093 0.114 0.448
H 24.813934 -1.483364 24.158171 0.055 -0.105 -0.178 0.505
H 24.006431 -0.837083 22.709650 0.217 0.049 -0.213 0.337
H 23.794506 0.475483 25.478019 0.314 -0.238 0.100 -0.245
H 24.952987 0.927474 24.235178 -0.251 0.348 -0.143 0.428
H 22.960760 1.225575 22.715578 -0.405 0.076 -0.268 0.374
H 22.819564 2.328280 24.040342 -0.597 -0.004 0.350 0.490
H 20.042365 0.364021 25.742577 0.037 0.171 -0.027 -0.169
H 20.849802 1.939687 25.667935 -0.212 -0.088 -0.376 0.709
H 21.716471 0.607576 26.285917 -0.194 -0.259 -0.389 -0.516
H 19.508574 0.589310 23.198525 -0.445 0.084 0.471 0.302
H 20.744057 0.992599 22.122377 0.311 0.223 0.114 0.492
H 20.311074 2.192684 23.376569 -0.213 -0.036 -0.116 0.425
H 20.385051 -1.440179 25.082910 -0.865 -0.690 -0.352 0.358
C 13.649334 0.437466 21.135323 0.186 -0.703 0.403 -1.515
C 12.165430 0.824439 21.155503 -1.004 0.954 -1.664 2.164
C 12.068227 2.230316 21.711457 0.187 0.911 0.991 -0.885
C 11.623120 0.911162 19.688779 -0.096 0.560 0.167 -1.627
C 11.452996 -0.431901 19.031378 -0.178 -0.370 -0.230 -0.575
C 10.574573 -1.291130 19.922015 -0.766 -0.149 -1.623 -1.662
C 11.071660 -1.411152 21.323536 -1.106 -0.670 0.435 2.169
C 9.985223 -2.117279 22.112765 -0.523 -0.087 1.386 -2.145
C 12.254189 -2.321027 21.419753 2.036 -0.460 0.625 -1.633
N 11.145278 -0.033663 21.837516 1.865 0.280 0.573 0.546
O 11.549711 -0.087818 23.233023 -0.430 0.012 -0.265 0.421
H 13.956615 -0.060378 22.048045 -0.218 -0.599 0.184 0.007
H 13.915870 -0.161519 20.263544 -0.022 -0.130 0.195 0.352
H 14.333699 1.274146 21.152714 -0.233 0.727 -0.379 0.413
H 12.435221 2.274943 22.750687 -0.228 -0.146 -0.169 -0.460
H 12.728748 2.924735 21.172643 -0.187 -0.320 -0.209 0.877
H 11.059516 2.666444 21.699127 0.102 -0.383 -0.040 -0.673
H 10.661075 1.428200 19.669329 -0.412 -0.322 0.578 0.377
H 12.165491 1.631627 19.088873 0.996 -0.127 -0.088 0.430
H 10.944519 -0.326769 18.067640 0.224 0.065 -0.025 0.469
H 12.398091 -0.960272 18.845129 -0.039 0.269 0.027 0.340
H 10.411027 -2.256237 19.441765 0.531 -0.456 0.259 0.395
H 9.545119 -0.928775 19.893746 0.006 0.617 0.377 0.379
H 9.129105 -1.459136 22.238858 -0.421 -0.124 -0.455 0.346
H 10.260830 -2.322983 23.148073 0.524 0.175 0.066 0.201
H 9.734472 -3.115731 21.748923 -0.194 0.326 -0.563 0.497
H 11.993680 -3.356187 21.237634 -0.420 -0.164 -0.357 0.595
H 12.642552 -2.359692 22.434012 -0.106 0.272 0.394 0.047
H 13.154971 -2.130014 20.832114 -0.365 0.302 -0.359 0.290
H 10.798885 0.345690 23.670325 0.163 -0.155 -0.087 -0.122
C 10.856993 4.961498 31.094804 -0.224 0.077 -0.256 -1.260
C 9.627397 4.043376 31.080876 0.044 -0.664 0.033 2.133
C 9.903554 2.864516 30.173115 0.112 -0.704 -0.576 -1.977
C 9.387450 3.482188 32.490056 -0.138 -0.023 -0.298 -1.262
C 8.740316 4.515106 33.384708 -0.608 -0.592 0.190 -0.673
C 7.401722 4.987965 32.804124 0.948 0.239 0.514 -1.117
C 7.586118 5.607858 31.427492 -0.023 -0.143 -0.914 1.673
C 6.207677 5.644172 30.791408 -1.336 0.293 0.136 -2.124
C 8.168178 7.051041 31.438105 -0.064 -0.349 0.357 -1.611
N 8.322886 4.571436 30.608090 0.688 1.733 -0.217 0.064
O 8.576612 5.190910 29.278676 -0.535 -0.878 1.109 0.110
H 10.917410 5.587157 30.205137 -0.307 0.312 0.128 -0.167
H 10.871028 5.531609 32.021005 0.191 0.357 -0.182 0.388
H 11.772036 4.370902 31.038347 -0.056 -0.262 0.286 0.368
H 10.725535 2.263007 30.546357 0.353 0.012 0.151 0.343
H 9.056571 2.175288 30.105702 -0.148 0.250 0.090 0.448
H 10.155796 3.161899 29.155711 0.078 0.156 -0.036 0.189
H 8.744103 2.602673 32.372538 -0.142 0.133 0.198 0.471
H 10.320209 3.107751 32.923065 0.091 0.154 -0.174 0.253
H 8.583631 4.068020 34.366657 -0.075 0.094 0.139 0.416
H 9.388427 5.370669 33.535901 0.211 0.218 0.009 0.306
H 7.029971 5.749245 33.484852 -0.413 0.128 -0.032 0.445
H 6.668059 4.180971 32.742460 0.156 -0.068 0.057 0.374
H 6.065097 6.181703 29.860899 0.649 0.237 -0.280 0.322
H 5.463520 6.103949 31.458472 0.289 -0.073 0.137 0.405
H 5.854506 4.635745 30.597382 0.056 -0.259 0.101 0.476
H 9.141324 7.148410 31.921501 0.314 -0.314 -0.525 0.330
H 7.578746 7.720513 32.068888 -0.565 -0.244 -0.124 0.466
H 8.138795 7.457633 30.422244 0.390 -0.094 0.224 0.283
H 8.036109 4.583608 28.758601 0.133 0.284 -0.349 0.012
C 13.668969 8.991998 23.973788 -0.657 0.272 -0.776 -0.821
C 15.073583 9.522430 24.000723 1.888 0.454 -1.858 1.995
C 16.012749 8.476790 23.292266 -0.004 -0.108 0.278 -1.852
C 15.228563 10.841749 23.165809 0.198 -1.399 -0.849 -1.631
C 14.883873 12.109220 23.890112 0.228 0.510 0.104 -0.636
C 15.795433 12.117290 25.111058 0.598 0.976 -0.820 -1.530
C 15.576311 10.983173 26.051569 0.352 0.238 0.984 1.910
C 16.743606 10.970932 27.050919 0.472 0.182 0.049 -2.199
C 14.296410 11.223507 26.842107 -0.924 -0.279 -0.091 -1.587
N 15.716098 9.781662 25.274485 -0.570 -0.887 0.147 0.208
O 15.402332 8.676712 26.107154 0.777 -0.531 0.300 -0.370
H 13.534450 7.965243 24.299582 0.088 0.132 0.769 -0.016
H 12.989908 9.709805 24.428187 -0.269 -0.269 0.337 0.244
H 13.360452 8.929753 22.922858 0.028 0.243 0.004 0.137
H 15.954988 7.489476 23.758967 -0.187 0.061 0.140 0.065
H 15.814804 8.315291 22.232438 -0.384 0.224 -0.062 0.328
H 17.061626 8.772809 23.350772 -0.082 0.270 0.161 0.505
H 16.264542 10.891378 22.809594 0.284 0.188 0.723 0.481
H 14.796426 10.671353 22.180614 -0.997 0.181 0.113 0.446
H 15.121980 12.961242 23.252544 0.113 0.075 -0.031 0.422
H 13.837901 12.260224 24.146796 -0.249 -0.419 0.095 0.345
H 15.800515 13.058726 25.656622 -0.219 0.114 0.047 0.500
H 16.805925 11.993921 24.716677 0.182 0.144 -0.004 0.377
H 17.705314 10.853874 26.560526 0.074 0.106 -0.528 0.433
H 16.730559 10.144058 27.750675 -0.521 -0.040 0.302 0.424
H 16.806683 11.916327 27.589367 -0.211 -0.014 0.208 0.416
H 14.256590 12.263123 27.151319 0.154 0.172 0.209 0.407
H 14.174583 10.600032 27.722659 0.296 -0.178 0.098 0.418
H 13.388919 11.072055 26.260274 -0.023 -0.080 -0.324 0.193
H 16.284094 8.280970 26.163172 -0.428 -0.362 0.379 0.359
C 14.818836 -5.062934 28.329940 1.426 0.186 0.834 -2.132
C 14.328164 -4.463496 27.035246 0.539 -0.189 0.398 2.268
C 13.780018 -5.625082 26.240991 -0.650 -0.151 -1.135 -1.731
C 13.285605 -3.474290 27.382433 -1.888 1.712 0.642 -0.826
C 12.868880 -2.558613 26.256878 -0.386 -0.060 -1.233 -0.920
C 14.074769 -1.880155 25.643907 -0.003 0.733 0.787 0.333
C 15.177716 -2.873879 25.254756 -0.378 0.099 -0.733 2.705
C 14.765974 -3.670833 23.994283 0.565 0.449 0.679 -1.786
C 16.402000 -2.088895 24.898751 1.571 0.162 -0.425 -2.231
N 15.444181 -3.730699 26.419585 0.857 0.855 0.847 0.065
O 16.594873 -4.585074 26.185988 -2.111 0.288 -0.702 -0.488
H 15.602809 -5.786428 28.123338 -0.225 -0.476 0.073 0.410
H 15.314512 -4.348183 28.990211 -0.035 0.489 -0.317 0.312
H 14.032381 -5.454460 28.954923 -0.452 -0.521 -0.185 0.447
H 13.161513 -6.236068 26.889984 0.401 -0.504 0.155 0.513
H 13.111212 -5.419665 25.402260 0.029 0.591 0.085 0.328
H 14.610075 -6.143210 25.770967 -0.005 -0.750 0.327 0.338
H 12.371462 -3.920476 27.797552 0.261 -0.531 -0.224 0.663
H 13.573197 -2.807322 28.199975 0.638 -0.169 0.057 -0.378
H 12.360598 -3.109772 25.458031 -0.146 -0.184 0.097 0.146
H 12.136310 -1.821318 26.584410 0.045 0.068 0.168 0.592
H 14.438108 -1.173149 26.393277 0.569 -0.274 0.441 -0.646
H 13.825725 -1.143078 24.872097 -0.151 -0.717 -0.609 -0.484
H 15.469764 -4.491358 23.846539 -0.356 -0.501 0.139 0.547
H 14.996740 -3.060311 23.123242 -0.785 0.189 -0.143 0.392
H 13.729892 -3.962713 24.152521 0.164 -0.257 -0.908 0.116
H 17.200919 -2.696652 24.462138 -0.053 -0.353 0.379 0.497
H 16.825228 -1.584198 25.762245 -0.014 0.148 0.152 0.268
H 16.257248 -1.370456 24.088991 -0.615 0.235 0.254 0.282
H 16.178133 -5.097917 25.467162 1.181 -0.484 0.094 0.445
C 14.987064 5.134726 26.406173 0.150 -0.308 -0.517 -1.481
C 14.417440 3.711993 26.512751 -0.284 0.152 0.014 3.367
C 13.145918 3.834733 27.283549 -1.876 0.295 1.041 -2.848
C 14.063240 3.201080 25.158344 0.272 -1.583 -1.027 -0.952
C 15.261747 2.641314 24.377462 -0.730 0.498 0.031 -0.670
C 15.999834 1.587740 25.213618 -0.666 0.350 -2.082 0.149
C 16.428460 2.181958 26.541438 0.991 -0.669 -0.315 2.119
C 16.961891 1.038066 27.381788 -0.874 -0.592 0.137 -0.375
C 17.622902 3.148035 26.374063 -0.559 0.891 -0.181 -1.621
N 15.199579 2.644955 27.164587 0.278 1.124 0.243 0.296
O 15.498015 3.108803 28.508369 -0.227 -0.515 -0.429 0.454
H 14.173946 5.817038 26.132753 0.058 -0.110 0.179 -0.017
H 15.419856 5.455731 27.341479 0.242 0.169 0.245 0.481
H 15.706433 5.195451 25.588974 0.218 0.100 0.172 0.110
H 13.314629 4.346167 28.239926 -0.213 0.197 -0.276 0.610
H 12.365132 4.335074 26.689929 0.476 0.548 0.149 -0.112
H 12.595786 2.922173 27.533130 0.711 -0.564 -0.062 0.474
H 13.394416 2.337645 25.285182 -0.045 0.060 0.092 -0.078
H 13.492124 3.905505 24.572607 -0.057 0.595 -0.089 0.263
H 14.854101 2.314950 23.422985 0.091 -0.771 -0.053 -0.179
H 15.948325 3.414293 24.048864 0.315 0.429 0.308 0.474
H 16.763709 1.206273 24.527943 0.787 0.187 0.708 0.405
H 15.378704 0.704574 25.325035 -0.435 0.035 0.516 -0.718
H 16.176058 0.298934 27.548836 -0.249 -0.041 -0.135 -0.588
H 17.213937 1.376292 28.384592 0.804 -0.039 -0.188 0.182
H 17.704471 0.518802 26.778338 0.575 0.116 0.558 -0.509
H 17.905615 3.568316 27.342808 0.121 -0.165 -0.037 0.380
H 17.460795 4.003157 25.703855 -0.283 -0.236 0.169 0.287
H 18.451844 2.612845 25.922612 0.201 -0.263 0.221 0.005
H 14.876992 2.523739 28.955920 0.164 0.207 0.597 -0.153
C 15.922732 5.304038 33.173535 -1.389 -1.309 1.485 -0.795
N 16.822393 5.703340 32.190176 1.643 1.252 -1.358 0.221
C 17.185470 4.770747 31.135076 -0.136 0.541 0.155 -0.945
C 17.202180 7.002605 32.122100 0.935 0.396 -1.391 0.113
O 17.922053 7.519080 31.245767 -1.487 -1.097 1.816 -0.606
H 14.957912 5.009998 32.761069 -0.308 0.161 -0.147 0.238
H 15.760989 6.058810 33.934742 -0.041 0.379 -0.138 0.369
H 16.235720 4.425646 33.749554 0.408 -0.074 -0.198 0.250
H 16.557641 4.930444 30.255380 -0.340 -0.518 0.138 0.259
H 18.188787 4.953387 30.764618 0.282 0.015 0.378 0.327
H 17.096591 3.806756 31.620356 0.008 -0.519 -0.637 0.253
H 16.737523 7.512175 32.981089 0.392 0.692 -0.162 0.273
C 10.371694 9.836747 26.959400 -0.327 0.479 -0.388 -0.956
N 10.526564 8.438711 26.593549 0.571 -0.895 0.640 0.375
C 10.649347 7.432296 27.680060 -0.315 0.662 -0.507 -0.537
C 10.725558 8.043856 25.309245 -0.429 0.020 0.291 -0.226
O 10.940468 6.900706 24.907352 -0.056 1.228 0.431 -0.444
H 9.556468 9.955382 27.679775 0.278 -0.133 0.150 0.356
H 10.061749 10.452648 26.107928 -0.011 -0.414 -0.205 0.372
H 11.283464 10.343255 27.311319 -0.087 -0.575 0.277 0.282
H 11.124872 6.544767 27.247162 0.015 0.261 0.355 -0.407
H 11.187795 7.867749 28.527477 0.296 -0.182 -0.277 0.457
H 9.662734 7.169176 28.063155 -0.083 -0.136 -0.115 0.363
H 10.582768 8.946852 24.693354 0.249 -0.369 -0.704 0.432
C 13.785559 5.868156 21.705050 0.417 -0.154 -0.352 0.079
N 12.968995 6.701992 20.841235 -1.147 -0.576 0.608 0.197
C 13.594883 7.796054 20.146909 0.626 -0.157 0.285 -0.918
C 11.637695 6.824762 21.202894 0.878 0.408 -0.892 0.450
O 10.942267 7.766998 20.853338 0.150 -1.065 0.560 -0.660
H 14.231927 6.485579 22.485433 0.124 -0.271 0.164 -0.111
H 14.566522 5.348075 21.146123 0.193 0.355 -0.167 0.419
H 13.223051 5.040351 22.132313 -0.392 0.291 0.220 -0.509
H 12.929736 8.163874 19.379891 -0.179 0.282 0.021 0.331
H 13.876563 8.575446 20.868990 -0.128 0.177 -0.370 0.260
H 14.510856 7.438516 19.670221 -0.044 -0.021 0.028 0.304
H 11.362355 5.909466 21.777392 -0.577 0.663 -0.023 0.141
```
Positions in Å, forces in eV/Å.

## Properties
- total charge = 0
- SMILES = CC1(C)CCCC(C)(C)N1O.CC1(C)CCCC(C)(C)N1O.CC1(C)CCCC(C)(C)N1O.CC1(C)CCCC(C)(C)N1O.CC1(C)CCCC(C)(C)N1O.CC1(C)CCCC(C)(C)N1O.CC1(C)CCCC(C)(C)N1O.CC1(C)CCCC(C)(C)N1O.CC1(C)CCCC(C)(C)N1O.CN(C)C=O.CN(C)C=O.CN(C)C=O
- spin multiplicity = 1
- frontier orbital gap (eV) = 8.76